No. 1
This record from the Open Molecules 2025 dataset describes C16H31CdF3O3P2S as an isolated structure at a distorted geometry. The level of theory is ωB97M-V/def2-TZVPD.

- Energy above the lowest of the compared OMol25 structures with the same formula, charge and spin: 135.87 kcal per mole
- HOMO (spin up / spin down): -0.2329 / -0.2227 Ha
- Orbital gap (spin up / spin down): 0.208 / 0.197 hartree
- E: -65359.9333 eV

Element x y z (Å)
1 H -0.124 -2.445 0.604
2 H -1.392 -4.494 -2.608
3 H 1.945 -1.988 0.417
4 H -2.498 3.692 2.028
5 C -1.359 -3.382 -2.593
6 F 3.853 3.375 1.061
7 H -2.030 2.327 3.072
8 C 0.415 2.837 0.181
9 H -0.854 -3.078 -3.535
10 C -3.195 -0.913 -0.807
11 H 0.654 -2.995 -1.633
12 C 0.819 0.119 2.137
13 Cd -1.089 -0.810 -1.761
14 H -2.146 -3.364 1.324
15 O 5.501 2.325 -2.184
16 C -0.545 0.474 1.465
17 H -3.128 -2.829 -3.639
18 H -3.123 -1.255 1.291
19 H 0.942 0.590 3.117
20 H -1.751 1.607 -1.471
21 H -0.722 -0.257 0.663
22 F 4.609 4.586 -0.575
23 H -2.632 -3.786 -0.296
24 H -3.189 1.694 -0.418
25 P 2.425 0.404 1.149
26 H 3.920 -1.177 2.205
27 H 1.286 2.636 0.796
28 H -4.268 -2.271 0.406
29 H -2.348 3.177 -0.987
30 H 1.812 -0.784 -0.932
31 H -1.280 0.286 2.263
32 C -0.868 -2.556 -0.215
33 C -3.245 -1.852 0.370
34 O 4.794 0.802 -0.393
35 S 4.500 2.006 -1.188
36 H 0.343 3.884 -0.083
37 P -1.112 2.161 0.834
38 H -3.459 -0.687 -2.943
39 C 4.770 3.415 0.058
40 O 3.118 2.169 -1.628
41 C -3.112 -1.340 -2.131
42 H -3.485 -3.461 -2.053
43 H -3.691 0.029 -0.590
44 C -2.359 2.617 2.070
45 H -3.264 2.035 1.821
46 C -2.200 2.148 -0.619
47 H 3.111 -0.065 3.394
48 C 2.368 -1.064 -0.018
49 C 3.602 -0.149 2.412
50 F 6.004 3.342 0.583
51 H 4.406 0.592 2.302
52 C -2.235 -2.962 0.309
53 H 0.856 -0.976 2.255
54 H 3.406 -1.170 -0.361
55 H 0.504 2.358 -0.808
56 C -0.423 -2.811 -1.520
57 C -2.837 -2.768 -2.597

No. 2
This record from the Open Molecules 2025 dataset describes C16H31Cl4Cs2F2NO11S2 as an isolated structure at a distorted geometry. The level of theory is ωB97M-V/def2-TZVPD.

- Energy above the lowest of the compared OMol25 structures with the same formula, charge and spin: 0.00 kcal per mole
- HOMO: -0.1633 Ha
- Orbital gap: 0.019 hartree
- E: -119390.1242 eV

Element x y z (Å)
1 H -5.107 2.599 -6.280
2 C 0.339 -1.933 -0.750
3 C -2.277 -2.196 -2.756
4 O 4.474 0.170 -1.597
5 H 8.838 1.750 -0.900
6 H 5.458 -0.376 1.015
7 H -0.613 0.428 -2.766
8 C 4.155 2.467 -0.467
9 O 7.726 -0.030 2.380
10 C -5.151 2.269 -5.246
11 H 0.050 0.968 -1.257
12 H -1.951 0.101 -0.313
13 H 5.044 2.600 -1.096
14 H 6.322 1.814 1.123
15 Cl -4.919 -4.546 3.534
16 H -2.867 -3.251 4.112
17 H 8.897 1.440 0.587
18 C -2.299 -1.156 4.216
19 C -3.866 -0.811 -1.754
20 O 0.939 -2.775 -0.197
21 O 2.393 0.548 -0.211
22 H -3.660 -2.238 2.016
23 C -3.344 -2.282 4.164
24 H -4.248 0.788 -3.968
25 C -1.558 -0.573 -1.063
26 H 5.405 1.833 2.630
27 O -5.569 -2.913 0.264
28 O 9.321 1.971 -0.106
29 O -2.455 1.155 2.931
30 O -0.993 -1.691 -0.434
31 O -4.767 -1.450 -2.211
32 H -6.185 2.038 -4.998
33 Cs 8.139 2.862 -2.461
34 H -5.507 -2.381 -0.533
35 Cl 4.290 -1.925 0.000
36 S -3.213 0.323 3.854
37 H 8.423 -0.681 2.243
38 O -3.713 0.881 5.095
39 C 4.438 2.850 0.980
40 H -3.959 -2.254 5.065
41 F -4.086 0.147 -0.856
42 H 0.751 -1.534 -2.747
43 F -2.594 -3.257 -2.042
44 C 5.312 1.742 1.548
45 H -1.819 -1.047 5.188
46 C -0.353 0.092 -1.764
47 H 3.973 0.026 1.886
48 H -1.548 -1.283 3.436
49 H 3.501 2.912 1.545
50 N -2.539 -0.928 -2.129
51 H -5.142 -2.643 2.891
52 Cs 4.984 5.318 0.060
53 H -6.497 -3.146 0.360
54 Cl -4.662 3.639 -4.211
55 Cl -2.625 1.284 -5.601
56 C 4.696 0.369 1.155
57 H -5.461 -0.309 3.550
58 H -4.706 0.206 -5.567
59 H 4.927 3.814 1.036
60 C -4.545 -0.493 2.990
61 C 0.746 -0.953 -1.821
62 H 3.303 2.999 -0.900
63 C -4.223 -2.016 2.924
64 S 3.804 0.684 -0.428
65 H -4.618 -0.052 1.997
66 C -4.295 1.052 -5.020
67 O -1.826 -2.261 -3.847
68 H 1.732 -0.512 -1.734
69 H 7.382 -0.240 3.255

No. 3
This record from the Open Molecules 2025 dataset describes C16H31F3P2Pd as an isolated structure at a distorted geometry. The level of theory is ωB97M-V/def2-TZVPD.

- Energy above the lowest of the compared OMol25 structures with the same formula, charge and spin: 37.25 kcal per mole
- HOMO (spin up / spin down): -0.4598 / -0.5663 Ha
- Orbital gap (spin up / spin down): 0.228 / 0.194 hartree
- 2S+1: 5
- Expectation value of S²: 6.02
- Net charge: +2
- E: -47281.3232 eV

Element x y z (Å)
1 C 0.700 1.548 -1.896
2 H 2.617 0.749 -2.192
3 H -2.464 1.288 -3.134
4 H -1.819 3.169 -5.551
5 Pd -0.032 0.084 -0.396
6 C -0.696 1.475 -1.987
7 H 1.183 3.887 -5.495
8 C 1.679 0.816 -2.759
9 H -1.236 -2.194 -1.153
10 H 1.116 2.392 -1.329
11 C -0.312 -0.441 -7.680
12 F 1.167 1.603 1.776
13 H 0.992 -1.195 1.568
14 C -0.861 -1.430 -1.841
15 H -2.145 -1.279 -3.564
16 H 0.043 -1.054 -8.520
17 H 0.606 -0.566 -4.030
18 H 2.024 -2.778 -5.839
19 H -1.254 2.253 -1.453
20 H -2.088 -2.472 -6.508
21 C 1.212 3.191 -6.344
22 H -1.020 0.766 -3.998
23 H -1.405 -0.336 -7.756
24 C -1.893 -0.716 -2.653
25 P 0.036 -1.392 -6.109
26 H 1.132 -2.082 -1.493
27 H 1.703 -2.452 -7.574
28 C -1.561 2.446 -6.338
29 H -0.939 -3.573 -5.689
30 H 0.898 3.710 -7.261
31 C 0.372 0.921 -7.650
32 C 0.190 -1.493 0.881
33 H 2.241 2.824 -6.468
34 F -0.427 2.761 0.813
35 C -1.046 -2.822 -6.484
36 C -0.074 1.498 1.206
37 H 1.918 1.382 -3.672
38 H -2.306 1.636 -6.327
39 C 0.517 -1.373 -2.052
40 H -0.773 -1.564 1.401
41 H 0.427 -2.430 0.363
42 H 2.151 -1.183 -3.371
43 C -1.518 0.736 -3.015
44 C 1.239 -0.616 -3.125
45 F -0.961 1.134 2.176
46 P 0.119 1.754 -5.987
47 C 1.714 -2.013 -6.566
48 H 1.458 0.823 -7.799
49 H 2.442 -1.188 -6.538
50 H -2.808 -0.681 -2.046
51 H -1.588 2.947 -7.316
52 H -0.781 -3.261 -7.455
53 H -0.028 1.589 -8.426

No. 4
This record from the Open Molecules 2025 dataset describes C16H31GaN2S as an isolated structure at a distorted geometry. The level of theory is ωB97M-V/def2-TZVPD.

- HOMO (spin up / spin down): -0.5403 / -0.5406 Ha
- Orbital gap (spin up / spin down): 0.225 / 0.226 hartree
- Net charge: +2
- E: -83269.7636 eV

Element x y z (Å)
1 H -1.283 -1.248 -1.559
2 H 2.549 1.460 -2.913
3 C -0.667 -5.637 1.683
4 H -3.078 0.849 -0.840
5 H -0.299 -5.494 2.702
6 H -1.722 -1.868 3.360
7 H 3.249 1.053 2.146
8 C -1.424 -0.615 -3.623
9 C -0.015 2.656 0.070
10 C -1.343 3.289 0.243
11 N -0.006 -2.747 2.481
12 H -3.324 0.830 -2.496
13 H -0.159 -6.511 1.259
14 C 2.942 1.439 -1.888
15 H -0.432 -4.589 -0.166
16 H -0.708 0.397 -1.849
17 C -1.309 -2.860 3.170
18 S 1.232 -2.502 0.100
19 H -1.138 -3.343 4.132
20 H -0.420 2.614 2.795
21 H 0.746 2.399 -3.306
22 H -0.437 -0.965 -3.929
23 Ga 0.926 -0.669 1.566
24 H 3.280 0.412 -1.682
25 H -3.565 -0.639 -1.557
26 C -2.880 0.216 -1.688
27 H 1.114 1.846 3.218
28 H 0.812 -2.830 3.100
29 C 0.654 2.598 2.560
30 C 3.374 1.608 1.205
31 H 3.827 2.093 -1.873
32 H 4.039 1.017 0.563
33 C 0.636 2.411 -1.170
34 C 0.227 -3.339 1.235
35 N -0.452 -4.437 0.851
36 C 2.095 1.876 0.515
37 C -1.500 -0.320 -2.108
38 H -1.824 2.961 1.172
39 H 3.890 2.561 1.420
40 H 0.126 3.905 -2.596
41 C 1.929 1.888 -0.899
42 H -1.996 -3.452 2.559
43 H -2.022 3.054 -0.588
44 C 0.885 2.339 1.120
45 H -1.741 -5.830 1.706
46 H -1.249 4.386 0.289
47 C 0.118 2.805 -2.502
48 H -1.663 0.262 -4.239
49 H -2.140 -1.385 -3.941
50 H -0.918 2.470 -2.659
51 H 1.061 3.586 2.848